# 1
# C5H7N3

C5H7N3 in the gas phase (ωB97M-V/def2-TZVPD, the Open Molecules 2025 dataset).

**Energy relative to the best compared isomer or geometry (same formula, charge and spin)**: 674.0 kJ/mol
**Gap between HOMO and LUMO (spin up / spin down)**: 8.40 / 6.67 eV
**Calculated total energy**: -358.761677 hartree
**Highest occupied orbital energy (spin up / spin down)**: -0.307 / -0.292 Ha
**LUMO (spin up / spin down)**: 0.04 / -1.27 eV
**Total charge**: 0

```
15
Properties=species:S:1:pos:R:3:mulliken_charge:R:1
C 1.450 -2.837 -0.045 0.1377
C 0.109 -2.581 -0.413 -0.2924
C 0.175 -0.270 0.078 -0.7574
C -0.540 1.045 0.098 1.0092
C 0.467 2.079 -0.311 -1.1323
N 2.316 -2.134 0.497 -0.4508
N -1.752 1.017 0.435 -0.6908
N -0.460 -1.310 -0.330 -0.0486
H 1.503 -3.866 0.211 0.3172
H -0.606 -3.411 -0.418 0.3344
H 1.459 1.993 0.156 0.3280
H 0.041 3.059 -0.319 0.3486
H 0.730 1.791 -1.336 0.3050
H -2.297 1.832 0.507 0.2083
H -1.506 -1.258 -0.618 0.3839
```

***

# 2
# C5H7N3

C5H7N3 in the gas phase (ωB97M-V/def2-TZVPD, the Open Molecules 2025 dataset).

**Energy relative to the best compared isomer or geometry (same formula, charge and spin)**: 285.0 kJ/mol
**Gap between HOMO and LUMO**: 8.37 eV
**Structure (SMILES)**: C=Cc1cnc(N)[nH]1
**Calculated total energy**: -358.909840 hartree
**Highest occupied orbital energy**: -0.287 Ha
**LUMO**: 0.56 eV
**Total charge**: 0

```
15
Properties=species:S:1:pos:R:3:mulliken_charge:R:1
C -3.064 0.253 -1.113 -0.6839
C -2.099 0.633 -0.169 -0.2954
C -0.728 0.021 -0.154 0.3773
C -0.186 -1.286 -0.229 -0.3313
N 1.172 -1.251 0.181 -0.5756
C 1.552 -0.015 0.339 0.2522
N 2.770 0.454 0.686 -0.5976
N 0.472 0.860 0.152 -0.2416
H -3.092 -0.700 -1.695 0.2622
H -4.015 0.840 -1.209 0.2443
H -2.247 1.550 0.551 0.1865
H -0.653 -2.231 -0.220 0.4121
H 2.598 1.026 1.548 0.3066
H 3.313 -0.450 1.238 0.3666
H 0.353 1.896 0.610 0.3176
```

***

# 3
# C5H7N3O

2 unconnected molecules or ions with the total composition C5H7N3O (ωB97M-V/def2-TZVPD, the Open Molecules 2025 dataset).

**Energy relative to the best compared isomer or geometry (same formula, charge and spin)**: 515.0 kJ/mol
**Gap between HOMO and LUMO**: 10.00 eV
**Calculated total energy**: -434.048172 hartree
**Highest occupied orbital energy**: -0.346 Ha
**LUMO**: 0.58 eV
**Total charge**: 0

```
16
Properties=species:S:1:pos:R:3:mulliken_charge:R:1
C -1.860 0.226 -2.398 0.0344
C -2.173 0.309 -0.338 0.0047
C 0.312 -0.610 0.966 -0.3316
C 1.433 0.223 1.461 0.3770
C 2.919 0.284 0.874 -1.0680
N -2.027 1.167 -1.301 -0.5565
N -1.867 -0.942 -2.097 -0.6081
N -2.115 -0.968 -0.708 0.1793
O 1.031 -1.128 1.856 -0.2188
H -1.674 0.856 -3.296 0.3788
H -2.580 0.641 0.680 0.3580
H 1.188 0.891 2.313 0.3023
H 3.469 -0.304 1.499 0.3090
H 3.322 1.284 0.788 0.3335
H 2.909 -0.170 -0.153 0.2891
H -2.285 -1.758 -0.147 0.2172
```

***

# 4
# C5H7N3O

C5H7N3O in the gas phase (ωB97M-V/def2-TZVPD, the Open Molecules 2025 dataset).

**Energy relative to the best compared isomer or geometry (same formula, charge and spin)**: 400.1 kJ/mol
**Gap between HOMO and LUMO**: 9.65 eV
**Structure (SMILES)**: O=C1CNN=C[C@H]2N[C@@H]12
**Calculated total energy**: -434.091914 hartree
**Highest occupied orbital energy**: -0.334 Ha
**LUMO**: 0.57 eV
**Total charge**: 0

```
16
Properties=species:S:1:pos:R:3:mulliken_charge:R:1
O 1.771 1.566 -0.827 -0.5707
C 0.996 1.016 -0.056 0.4299
C -0.475 1.558 0.080 -0.5637
N -1.435 0.513 0.496 -0.1772
N -1.782 -0.361 -0.574 -0.5653
C -0.908 -1.267 -0.827 -0.2026
C 0.258 -1.379 0.210 -0.2577
N 1.738 -1.575 -0.026 -0.6154
C 1.176 -0.315 0.661 0.0451
H -0.837 2.134 -0.858 0.3085
H -0.629 2.306 0.860 0.3395
H -2.328 0.940 0.812 0.2984
H -0.926 -1.871 -1.774 0.3666
H 0.116 -1.978 1.023 0.5080
H 2.081 -1.142 -0.993 0.3489
H 1.183 -0.145 1.793 0.3077
```

***

# 5
# C5H7N3O

C5H7N3O in the gas phase (ωB97M-V/def2-TZVPD, the Open Molecules 2025 dataset).

**Energy relative to the best compared isomer or geometry (same formula, charge and spin)**: 692.5 kJ/mol
**Gap between HOMO and LUMO**: 9.05 eV
**Structure (SMILES)**: [H]/N=C\N=C1\C=CCN1O
**Calculated total energy**: -433.980535 hartree
**Highest occupied orbital energy**: -0.327 Ha
**LUMO**: 0.14 eV
**Total charge**: 0

```
16
Properties=species:S:1:pos:R:3:mulliken_charge:R:1
H -0.030 -1.951 2.151 0.3375
N 0.536 -1.265 2.983 -0.6363
C 1.155 -0.224 2.240 0.0854
N 1.486 -0.121 0.796 -0.5132
C 0.640 0.168 -0.061 0.2598
C 0.969 0.698 -1.299 -0.3585
C -0.109 1.025 -2.091 -0.2098
C -1.305 0.289 -1.422 -0.3649
N -0.717 -0.166 -0.050 0.1063
O -1.027 -1.262 0.550 -0.5290
H 1.908 0.710 2.723 0.2606
H 1.976 1.106 -1.667 0.3121
H -0.318 1.810 -3.024 0.2780
H -2.395 0.825 -1.263 0.2606
H -1.298 -0.723 -1.866 0.2960
H -1.471 -0.918 1.299 0.4157
```

***

# 6
# C5H7N3S

C5H7N3S in the gas phase (ωB97M-V/def2-TZVPD, the Open Molecules 2025 dataset).

**Energy relative to the best compared isomer or geometry (same formula, charge and spin)**: 151.2 kJ/mol
**Gap between HOMO and LUMO (spin up / spin down)**: 6.09 / 6.10 eV
**Calculated total energy**: -757.087883 hartree
**Highest occupied orbital energy (spin up / spin down)**: -0.258 / -0.258 Ha
**LUMO (spin up / spin down)**: -0.94 / -0.94 eV
**Total charge**: 0

```
16
Properties=species:S:1:pos:R:3:mulliken_charge:R:1
C -1.346 0.044 1.247 -0.3065
C -0.777 0.227 -0.048 0.8472
C -1.790 0.981 -0.778 -0.5784
C 1.468 -0.506 0.372 0.2205
C 2.762 -0.924 -0.282 -1.1902
N -2.541 0.540 1.370 -0.7889
N -2.778 1.079 0.147 0.2219
N 0.517 -0.066 -0.386 -0.0859
S -2.131 1.538 -2.361 -0.4447
H -0.982 -0.463 2.196 0.2935
H 1.446 -0.775 1.450 0.2565
H 2.666 -1.738 -0.972 0.3510
H 3.450 -0.998 0.608 0.2959
H 3.023 -0.169 -1.013 0.3483
H -3.758 1.367 -0.117 0.2418
H 0.771 -0.137 -1.433 0.3178
```

***

# 7
# C5H7N3S

C5H7N3S in the gas phase (ωB97M-V/def2-TZVPD, the Open Molecules 2025 dataset).

**Energy relative to the best compared isomer or geometry (same formula, charge and spin)**: 251.4 kJ/mol
**Gap between HOMO and LUMO**: 6.83 eV
**Calculated total energy**: -757.049711 hartree
**Highest occupied orbital energy**: -0.282 Ha
**LUMO**: -0.85 eV
**Total charge**: 0

```
16
Properties=species:S:1:pos:R:3:mulliken_charge:R:1
C 2.002 1.934 1.857 0.4246
C 0.249 -1.452 0.950 -0.5137
C -0.418 -0.717 -0.035 0.4960
C -0.484 0.650 -0.065 -0.0234
C -0.845 -1.607 -1.237 -1.2368
N 2.531 2.956 1.698 -0.5367
N 1.255 0.876 1.783 -0.4179
N -0.860 1.290 -1.177 -0.4220
S 1.313 -0.704 2.093 0.0800
H 0.561 -2.462 1.054 0.3175
H -0.668 1.297 0.877 0.3913
H -1.738 -0.977 -1.697 0.2904
H -1.342 -2.504 -0.784 0.3894
H -0.101 -1.732 -2.013 0.3144
H -0.723 2.284 -1.241 0.2747
H -0.733 0.867 -2.064 0.1722
```

***

# 8
# C5H7N4O2S

A molecular structure, C5H7N4O2S (ωB97M-V/def2-TZVPD, the Open Molecules 2025 dataset).

**Energy relative to the best compared isomer or geometry (same formula, charge and spin)**: 365.8 kJ/mol
**Gap between HOMO and LUMO (spin up / spin down)**: 5.91 / 5.90 eV
**Calculated total energy**: -962.065435 hartree
**Highest occupied orbital energy (spin up / spin down)**: -0.398 / -0.398 Ha
**LUMO (spin up / spin down)**: -4.93 / -4.93 eV
**Total charge**: +1

```
19
Properties=species:S:1:pos:R:3:mulliken_charge:R:1
C 2.301 -0.357 -1.954 0.4949
C 0.295 -1.601 0.794 0.5148
C -1.523 1.066 -0.365 0.4389
C 2.289 -0.398 1.810 0.0124
C -0.232 -0.366 0.346 -0.1413
N 1.662 -1.470 1.455 0.0330
N 1.113 -0.563 -1.818 -0.3596
N -1.433 -0.233 -0.338 -0.1772
N -2.427 1.766 -1.000 -0.4380
O 3.359 0.031 -1.979 -0.3328
O -0.202 -2.657 0.589 -0.5746
S -0.167 1.433 0.592 -0.1800
H 3.305 -0.322 2.246 0.2910
H 1.729 0.552 1.735 0.1011
H 2.164 -2.362 1.193 0.3454
H 0.619 -1.215 -2.440 0.2347
H -1.974 -0.980 -0.703 0.2044
H -3.382 1.253 -1.267 0.2811
H -2.398 2.798 -1.113 0.2518
```

***

# 9
# C5H7N6O

A gas-phase ion, C5H7N6O (charge -1) (ωB97M-V/def2-TZVPD, the Open Molecules 2025 dataset).

**Gap between HOMO and LUMO**: 8.50 eV
**Calculated total energy**: -598.517299 hartree
**Highest occupied orbital energy**: -0.185 Ha
**LUMO**: 3.45 eV
**Total charge**: -1

```
19
Properties=species:S:1:pos:R:3:mulliken_charge:R:1
C 0.887 1.722 1.203 0.4576
C 0.717 -1.574 2.084 -0.8212
C 0.128 -0.456 1.639 -0.6245
C -0.226 0.105 -1.798 0.5188
C 0.485 0.332 0.457 0.2721
N 1.934 1.928 2.029 -0.4464
N 0.013 2.713 1.248 -0.2358
N 1.738 3.156 2.445 -0.3981
N 0.576 3.609 2.057 -0.5282
N -0.926 0.783 -2.818 -0.5120
N -0.513 0.460 -0.530 -0.2869
O 0.521 -0.831 -2.102 -0.6581
H 0.572 -1.820 3.104 0.2428
H 1.421 -2.246 1.618 0.3038
H -0.564 -0.065 2.261 0.3254
H 1.254 0.006 -0.136 0.6007
H -1.364 1.628 -2.518 0.2153
H -0.372 0.771 -3.708 0.2489
H -1.178 1.284 -0.354 0.3257
```